1.
ORCA calculation (ωB97M-V/def2-TZVPD) on C49H34BF5InN12O7PSe as an isolated structure.

```
111
Properties=species:S:1:pos:R:3
In 0.03 1.05 -1.29
C 1.76 -1.47 -4.37
C 1.22 -1.38 -3.09
N 1.27 -0.12 -2.66
N 1.81 0.62 -3.66
C 2.12 -0.18 -4.69
B 2.18 2.14 -3.50
N 2.79 2.34 -2.07
C 4.01 2.73 -1.68
C 4.04 2.75 -0.30
C 2.77 2.33 0.09
N 2.02 2.09 -0.98
N 0.89 3.01 -3.55
C 0.63 4.19 -4.15
C -0.65 4.58 -3.82
C -1.11 3.58 -2.97
N -0.18 2.65 -2.81
N 3.14 2.47 -4.61
C 2.88 2.86 -5.89
C 4.04 2.75 -6.61
C 4.97 2.25 -5.68
N 4.43 2.07 -4.50
H 1.87 -2.35 -4.98
H 0.83 -2.16 -2.45
H 2.59 0.20 -5.58
H 4.77 2.96 -2.40
H 4.87 3.02 0.34
H 2.37 2.21 1.08
H 1.36 4.68 -4.76
H -1.17 5.47 -4.14
H -2.07 3.48 -2.48
H 1.90 3.16 -6.22
H 4.19 2.98 -7.65
H 6.02 2.01 -5.84
F -5.16 -2.85 6.71
C -4.66 -2.54 5.53
C -4.59 -3.50 4.53
F -5.01 -4.73 4.78
C -4.07 -3.16 3.30
F -4.04 -4.11 2.36
C -3.61 -1.87 3.02
Se -2.88 -1.43 1.35
C -3.69 -0.93 4.05
F -3.27 0.32 3.86
C -4.21 -1.25 5.29
F -4.28 -0.33 6.25
O -1.67 -0.09 -3.31
C -2.07 -0.58 -2.27
O -1.74 -0.15 -1.08
C -2.94 -1.81 -2.26
C -2.40 -3.00 -1.78
C -3.20 -4.12 -1.74
C -4.53 -4.11 -2.13
C -5.03 -2.90 -2.59
C -4.26 -1.75 -2.67
N -6.45 -2.84 -2.99
O -7.06 -3.88 -3.03
O -6.90 -1.74 -3.25
N -2.63 -5.37 -1.22
O -1.44 -5.36 -0.94
O -3.36 -6.32 -1.08
H -1.39 -3.05 -1.42
H -5.14 -4.99 -2.08
H -4.70 -0.84 -3.04
O 0.61 -0.24 0.39
P 1.32 -0.63 1.67
C 0.58 -2.10 2.39
C 0.22 -2.17 3.73
C -0.33 -3.35 4.23
C -0.51 -4.44 3.39
C -0.15 -4.37 2.05
C 0.40 -3.20 1.55
C 3.03 -1.04 1.34
C 3.86 -1.48 2.37
C 5.17 -1.84 2.09
C 5.64 -1.78 0.78
C 4.81 -1.35 -0.25
C 3.50 -0.98 0.03
C 1.19 0.68 2.89
C -0.10 1.12 3.19
C -0.29 2.12 4.13
C 0.80 2.70 4.76
C 2.09 2.27 4.46
C 2.29 1.25 3.53
H 0.36 -1.33 4.39
H -0.60 -3.42 5.27
H -0.94 -5.35 3.78
H -0.30 -5.22 1.40
H 0.69 -3.14 0.51
H 3.48 -1.57 3.38
H 5.82 -2.19 2.88
H 6.66 -2.06 0.56
H 5.18 -1.31 -1.26
H 2.85 -0.65 -0.77
H -0.95 0.66 2.69
H -1.30 2.44 4.38
H 0.66 3.48 5.49
H 2.94 2.72 4.95
H 3.29 0.92 3.30
N 0.41 6.50 2.41
C -0.19 5.60 2.02
C -0.94 4.47 1.55
C -2.23 4.21 2.01
C -2.89 3.09 1.54
C -2.25 2.27 0.64
N -1.01 2.52 0.19
C -0.38 3.61 0.62
H -2.69 4.88 2.73
H -3.89 2.85 1.88
H -2.72 1.36 0.27
H 0.61 3.80 0.22
```

Computed properties:
Total charge: +1
Spin multiplicity: 2
LUMO level (alpha / beta), eV: -2.970 / -4.710
Highest occupied orbital energy (alpha / beta), eV: -11.29 / -11.27
HOMO-LUMO gap (alpha / beta), eV: 8.31 / 6.56
Largest force on an atom, eV/A: 0.6
<S²>: 0.766
E, hartree: -6528.3528

2.
ORCA calculation (ωB97M-V/def2-TZVPD) on C40H40BrCl2IrO4Sb as an isolated structure in a non-equilibrium geometry.

```
89
Properties=species:S:1:pos:R:3
Ir 0.03 -0.93 1.13
C 2.88 -2.40 4.72
C 2.94 -1.63 3.39
C 4.32 -1.02 3.19
C 1.88 -0.53 3.37
C 1.55 0.04 2.09
C 1.08 1.42 2.05
C 0.77 2.05 3.26
C 0.30 3.49 3.39
C 0.85 1.31 4.46
C 1.42 0.06 4.53
H 3.54 -3.26 4.71
H 1.88 -2.73 4.97
H 3.23 -1.71 5.53
H 2.74 -2.28 2.50
H 4.59 -0.30 4.00
H 4.45 -0.51 2.21
H 4.99 -1.89 3.24
H 2.31 -0.25 1.37
H 0.96 2.01 1.15
H -0.76 3.59 3.73
H 0.38 3.95 2.42
H 0.90 3.98 4.17
H 0.46 1.78 5.38
H 1.49 -0.45 5.49
C -0.07 -3.24 -2.45
C 0.31 -2.20 -3.48
C 0.41 -2.67 -4.80
C 0.61 -1.83 -5.88
C 0.92 -0.50 -5.59
C 0.99 -0.07 -4.25
C 0.60 -0.85 -3.17
Sb 0.20 0.29 -1.18
C -1.68 1.46 -1.49
C -1.69 2.83 -1.13
C -2.42 3.76 -1.85
C -3.44 3.31 -2.71
C -3.62 1.94 -2.91
C -2.76 1.01 -2.28
C -2.84 -0.47 -2.68
C 2.21 1.20 -1.44
C 3.24 0.29 -1.43
C 4.56 0.71 -1.71
C 4.74 2.02 -2.17
C 3.69 2.94 -2.15
C 2.40 2.46 -1.88
C 1.24 3.45 -2.08
H -0.43 -4.15 -2.95
H -0.86 -2.91 -1.77
H 0.74 -3.55 -1.80
H 0.30 -3.77 -4.98
H 0.56 -2.23 -6.86
H 1.19 0.23 -6.33
H 1.33 0.96 -4.11
H -1.06 3.13 -0.32
H -2.19 4.80 -1.68
H -4.16 3.97 -3.18
H -4.43 1.61 -3.60
H -3.89 -0.72 -2.93
H -2.53 -1.12 -1.85
H -2.17 -0.69 -3.54
H 3.03 -0.77 -1.13
H 5.33 -0.03 -1.66
H 5.73 2.31 -2.51
H 3.86 3.93 -2.54
H 1.63 4.42 -2.50
H 0.82 3.72 -1.06
H 0.46 3.09 -2.79
Br -8.22 0.70 2.04
C -6.44 0.22 1.72
C -5.52 1.03 2.41
C -4.20 0.68 2.33
C -3.77 -0.44 1.61
C -4.67 -1.23 0.90
C -6.05 -0.89 0.93
C -2.40 -0.72 1.42
O -1.94 -1.75 0.67
O -1.55 0.07 1.96
H -5.94 1.84 3.04
H -3.39 1.28 2.74
H -4.27 -2.05 0.30
H -6.87 -1.39 0.42
Cl -0.42 -5.73 0.66
C 0.28 -4.47 1.73
Cl 1.00 -5.18 3.19
C 1.34 -3.62 0.98
O 2.48 -4.01 0.77
O 1.05 -2.43 0.48
H -0.55 -3.75 2.04
```

Computed properties:
Total charge: +1
Spin multiplicity: 5
LUMO level (alpha / beta), eV: -2.920 / -5.555
Highest occupied orbital energy (alpha / beta), eV: -10.09 / -11.42
HOMO-LUMO gap (alpha / beta), eV: 7.17 / 5.86
Largest force on an atom, eV/A: 4.3
<S²>: 6.043
E, hartree: -5687.7370